86
Properties=species:S:1:pos:R:3 method="wB97M-V/def2-TZVPD" mol_weight_g_mol=745.70 charge=+4 homo_ha="-0.6823 / -0.6968" orbital_gap_ev="8.005 / 3.538" spin_multiplicity=5 lumo_energy_ev="-10.561 / -15.422"
Pt -0.52 -0.82 -0.79
P 0.22 -2.49 -2.24
P 1.82 0.02 -0.36
P -2.57 -0.01 -1.40
H 1.20 3.78 -1.62
C 0.22 4.10 -1.25
C -0.28 3.78 -0.02
H 0.16 2.97 0.53
C 1.11 -2.36 -3.83
C 1.36 -3.48 -1.23
C -1.17 -3.61 -2.63
C 2.51 1.60 0.31
C 2.50 -1.06 0.94
C 3.04 -0.25 -1.74
C -2.99 1.36 -0.29
C -3.68 -1.42 -1.13
C -3.24 0.66 -2.98
H -0.45 4.60 -1.98
H -1.11 4.35 0.43
H 0.34 -2.04 -4.55
H 1.58 -3.28 -4.17
H 1.91 -1.61 -3.65
H 1.38 -4.48 -1.67
H 0.99 -3.52 -0.19
H 2.36 -3.04 -1.26
H -0.76 -4.54 -3.03
H -1.82 -3.13 -3.36
H -1.71 -3.80 -1.70
H 3.61 1.53 0.29
H 2.20 1.71 1.36
H 2.17 2.48 -0.24
H 3.25 -1.73 0.51
H 1.71 -1.64 1.43
H 2.97 -0.42 1.70
H 4.04 -0.01 -1.37
H 2.78 0.41 -2.58
H 3.04 -1.30 -2.08
H -3.97 1.17 0.16
H -3.02 2.27 -0.89
H -2.25 1.53 0.50
H -4.46 -1.37 -1.90
H -4.10 -1.35 -0.13
H -3.15 -2.37 -1.24
H -4.34 0.49 -2.96
H -2.81 0.20 -3.86
H -3.07 1.76 -3.04
C 0.06 1.01 -4.34
C 0.80 0.21 -5.22
C 0.67 0.29 -6.61
C -0.23 1.20 -7.16
C -0.84 2.17 -6.30
C -0.67 2.10 -4.91
O 0.24 0.87 -2.98
H -0.38 0.08 -2.42
H 1.59 -0.43 -4.88
H 1.25 -0.39 -7.23
H -0.50 1.17 -8.22
H -1.47 2.93 -6.71
H -1.00 2.89 -4.23
C -2.87 -1.04 2.31
P -1.17 -0.66 1.73
C -0.85 0.87 2.77
C 0.45 1.21 3.15
C 0.72 2.45 3.79
C -0.33 3.33 4.06
C -1.64 2.92 3.85
C -1.91 1.71 3.19
C -0.34 -1.93 2.74
C 0.23 -1.76 4.00
C 0.98 -2.79 4.58
C 1.07 -4.05 3.94
C 0.31 -4.27 2.77
C -0.34 -3.21 2.16
H -3.60 -0.30 2.00
H -2.83 -1.08 3.41
H -3.14 -2.03 1.93
H 1.25 0.50 3.02
H 1.72 2.68 4.08
H -0.12 4.32 4.49
H -2.49 3.55 4.17
H -2.97 1.42 3.00
H 0.12 -0.81 4.53
H 1.46 -2.64 5.56
H 1.69 -4.84 4.36
H 0.20 -5.29 2.37
H -0.88 -3.35 1.21

=====

84
Properties=species:S:1:pos:R:3 method="wB97M-V/def2-TZVPD" mol_weight_g_mol=652.71 charge=+1 relative_energy_ev=0.474 homo_ha="-0.3299 / -0.3902" orbital_gap_ev="7.321 / 5.940" spin_multiplicity=6 lumo_energy_ev="-1.654 / -4.677"
Ru -0.12 -0.25 0.39
C 2.54 0.09 -0.33
C 2.18 1.36 -0.85
C 1.21 1.20 1.25
C 1.98 -0.04 0.99
C 1.41 2.06 0.10
C 3.51 -0.85 -0.94
H 3.36 -0.96 -2.02
H 3.42 -1.85 -0.48
H 4.54 -0.51 -0.78
C 2.52 -0.88 2.08
H 3.01 -1.78 1.69
H 1.71 -1.19 2.74
H 3.26 -0.35 2.69
C 0.87 1.65 2.62
H 1.74 2.13 3.11
H 0.58 0.79 3.23
H 0.05 2.37 2.60
C 1.09 3.50 0.05
H 2.00 4.12 0.08
H 0.47 3.79 0.91
H 0.55 3.75 -0.87
C 2.67 1.90 -2.14
H 3.70 2.27 -2.08
H 2.05 2.73 -2.48
H 2.65 1.14 -2.93
C -1.18 -0.38 -2.94
C 0.10 -0.11 -3.25
C 0.49 0.60 -4.51
C 0.33 2.14 -4.51
C -0.37 2.73 -3.31
C -1.66 2.47 -3.07
C -2.50 1.61 -3.96
C -2.30 0.08 -3.84
H -0.10 0.20 -5.34
H -0.23 2.42 -5.42
H 1.54 0.36 -4.74
H -2.12 -0.32 -4.85
H -1.45 -1.01 -2.09
H 0.94 -0.44 -2.62
H -3.24 -0.38 -3.51
H -3.55 1.84 -3.75
H -2.22 3.01 -2.31
H -2.32 1.89 -5.01
H 1.32 2.60 -4.62
H 0.18 3.51 -2.77
P -0.01 -2.64 -0.30
C 1.05 -3.69 0.78
H 0.87 -4.74 0.53
H 0.81 -3.52 1.84
H 2.11 -3.46 0.59
C -1.61 -3.54 -0.29
H -1.42 -4.62 -0.43
H -2.26 -3.19 -1.10
H -2.13 -3.41 0.68
C 0.70 -3.03 -1.93
H 0.13 -2.54 -2.72
H 0.70 -4.11 -2.10
H 1.74 -2.68 -1.98
P -2.19 0.72 0.63
C -2.14 2.50 0.31
H -3.16 2.89 0.20
H -1.57 2.69 -0.61
H -1.64 3.03 1.13
C -3.40 -0.05 -0.50
H -3.22 0.29 -1.53
H -4.42 0.23 -0.20
H -3.31 -1.14 -0.46
C -3.08 0.72 2.24
H -3.99 1.33 2.13
H -2.44 1.18 3.01
H -3.35 -0.30 2.54
Se -1.02 -1.58 2.34
C -0.25 -1.49 4.20
C -0.60 -0.46 5.08
C -0.07 -0.44 6.38
C 0.80 -1.45 6.81
C 1.11 -2.50 5.94
C 0.58 -2.53 4.65
H -1.32 0.29 4.76
H -0.36 0.36 7.07
H 1.21 -1.43 7.83
H 1.74 -3.33 6.28
H 0.77 -3.39 3.99

=====

86
Properties=species:S:1:pos:R:3 method="wB97M-V/def2-TZVPD" mol_weight_g_mol=667.76 charge=+3 relative_energy_ev=0.755 homo_ha="-0.4492 / -0.5966" orbital_gap_ev="3.839 / 4.085" spin_multiplicity=6 lumo_energy_ev="-8.384 / -12.148"
Ru 0.19 -0.30 0.07
P 1.89 1.12 0.79
P -1.37 0.28 1.80
P -0.89 1.49 -1.17
H 0.62 -5.06 -7.24
C 0.80 -4.09 -7.72
C 2.03 -3.59 -7.79
H 2.87 -4.15 -7.35
C 3.35 0.26 1.48
C 1.57 2.35 2.13
C 2.69 2.15 -0.51
C -2.98 -0.57 1.58
C -0.83 -0.37 3.41
C -1.91 1.98 2.25
C -0.43 1.67 -2.94
C -0.72 3.23 -0.67
C -2.70 1.29 -1.34
H -0.08 -3.57 -8.10
H 2.26 -2.62 -8.23
H 3.72 -0.46 0.73
H 3.08 -0.29 2.39
H 4.17 0.95 1.72
H 1.08 1.87 2.98
H 0.95 3.19 1.80
H 2.50 2.80 2.52
H 3.16 1.50 -1.25
H 3.48 2.80 -0.10
H 1.98 2.81 -1.03
H -3.69 -0.29 2.37
H -2.83 -1.65 1.61
H -3.42 -0.31 0.61
H -1.39 0.07 4.25
H 0.23 -0.15 3.57
H -0.98 -1.45 3.44
H -2.51 1.96 3.17
H -2.54 2.43 1.47
H -1.06 2.64 2.44
H -1.08 2.47 -3.34
H -0.61 0.75 -3.50
H 0.62 1.96 -3.05
H -1.49 3.77 -1.24
H 0.26 3.63 -0.94
H -0.91 3.38 0.40
H -3.01 1.95 -2.17
H -3.23 1.60 -0.43
H -2.96 0.26 -1.60
C 0.60 -1.69 -3.17
C -0.78 -1.97 -3.29
C -1.24 -2.85 -4.27
C -0.28 -3.48 -5.09
C 1.09 -3.25 -4.92
C 1.53 -2.30 -4.02
S 1.39 -0.60 -2.00
H -0.06 -0.35 -1.77
H -1.53 -1.50 -2.64
H -2.33 -3.04 -4.39
H -0.62 -4.13 -5.90
H 1.83 -3.71 -5.56
H 2.57 -2.02 -3.95
C 1.19 -3.60 -0.55
P 0.73 -2.44 0.77
C -0.73 -3.37 1.37
C -0.85 -3.96 2.63
C -2.05 -4.55 3.02
C -3.10 -4.69 2.11
C -2.96 -4.20 0.81
C -1.78 -3.56 0.44
C 2.11 -2.76 1.96
C 3.37 -3.22 1.55
C 4.40 -3.38 2.47
C 4.20 -3.08 3.81
C 2.95 -2.62 4.24
C 1.91 -2.46 3.32
H 0.36 -3.73 -1.25
H 1.41 -4.56 -0.07
H 2.06 -3.26 -1.10
H -0.01 -3.97 3.31
H -2.16 -4.93 4.04
H -4.02 -5.20 2.40
H -3.77 -4.31 0.07
H -1.68 -3.19 -0.58
H 3.56 -3.45 0.51
H 5.37 -3.76 2.13
H 5.00 -3.21 4.54
H 2.77 -2.38 5.30
H 0.96 -2.13 3.68

=====

86
Properties=species:S:1:pos:R:3 method="wB97M-V/def2-TZVPD" mol_weight_g_mol=667.76 charge=+4 relative_energy_ev=1.854 homo_ha="-0.6603 / -0.6945" orbital_gap_ev="6.742 / 4.069" spin_multiplicity=5 lumo_energy_ev="-11.226 / -14.829"
Ru 0.05 -0.31 0.09
P -0.69 1.56 1.19
P -2.16 -0.79 -0.55
P 2.16 0.71 -0.13
H 0.20 -2.39 -8.07
C 1.25 -2.61 -7.86
C 1.58 -3.75 -7.26
H 0.79 -4.42 -6.89
C -1.11 2.98 0.11
C -2.20 1.54 2.24
C 0.44 2.34 2.42
C -2.32 -2.32 -1.54
C -3.65 -0.98 0.52
C -2.64 0.51 -1.74
C 3.29 -0.06 -1.37
C 3.30 0.73 1.30
C 2.13 2.42 -0.80
H 2.00 -1.89 -8.21
H 2.63 -4.08 -7.19
H -1.45 3.82 0.72
H -1.91 2.70 -0.58
H -0.23 3.29 -0.47
H -2.26 2.48 2.81
H -2.15 0.73 2.99
H -3.11 1.44 1.63
H -0.13 3.04 3.05
H 1.26 2.89 1.94
H 0.85 1.58 3.09
H -3.39 -2.55 -1.64
H -1.81 -3.16 -1.05
H -1.88 -2.16 -2.53
H -4.51 -0.52 0.00
H -3.55 -0.50 1.50
H -3.86 -2.05 0.67
H -3.31 0.04 -2.47
H -1.74 0.88 -2.24
H -3.16 1.32 -1.22
H 4.21 0.52 -1.45
H 2.79 -0.10 -2.34
H 3.52 -1.09 -1.07
H 4.20 1.31 1.04
H 3.60 -0.30 1.52
H 2.85 1.17 2.19
H 3.11 2.62 -1.26
H 1.94 3.16 -0.01
H 1.36 2.48 -1.58
C 0.40 -1.65 -3.58
C 0.42 -0.29 -3.94
C 0.04 0.10 -5.23
C -0.49 -0.86 -6.11
C -0.59 -2.20 -5.72
C -0.02 -2.62 -4.52
S 0.89 -2.28 -2.02
H 1.20 -1.10 -1.32
H 0.74 0.42 -3.16
H 0.14 1.12 -5.57
H -0.78 -0.57 -7.13
H -1.01 -2.96 -6.38
H 0.17 -3.68 -4.30
C -1.19 -2.57 2.17
P 0.32 -1.63 1.84
C 0.59 -0.88 3.53
C -0.47 -0.52 4.39
C -0.21 0.22 5.55
C 1.09 0.58 5.89
C 2.16 0.14 5.09
C 1.90 -0.61 3.94
C 1.52 -3.03 2.04
C 1.80 -3.62 3.30
C 2.65 -4.73 3.39
C 3.17 -5.30 2.22
C 2.86 -4.75 0.97
C 2.03 -3.64 0.88
H -2.00 -1.92 2.50
H -1.43 -3.11 1.25
H -0.97 -3.34 2.93
H -1.49 -0.83 4.18
H -1.04 0.50 6.19
H 1.29 1.16 6.79
H 3.19 0.38 5.37
H 2.74 -1.02 3.37
H 1.38 -3.23 4.23
H 2.87 -5.17 4.36
H 3.78 -6.20 2.29
H 3.23 -5.22 0.05
H 1.77 -3.23 -0.11

=====

89
Properties=species:S:1:pos:R:3 method="wB97M-V/def2-TZVPD" mol_weight_g_mol=700.84 charge=+4 relative_energy_ev=0.625 homo_ha="-0.7057 / -0.7050" orbital_gap_ev="4.373 / 4.396" lumo_energy_ev="-14.829 / -14.788"
C -3.29 -1.99 -1.93
C -1.93 -2.03 -2.31
C -1.60 -2.12 -3.67
C -2.66 -2.19 -4.61
N -3.96 -2.16 -4.27
C -4.25 -2.05 -2.96
C -0.92 -1.90 -1.26
C 0.10 -2.44 -0.67
C 1.22 -3.06 -0.01
C 2.00 -2.12 0.81
C 2.93 -2.60 1.80
C 3.31 -3.96 1.81
C 2.64 -4.83 0.90
C 1.61 -4.42 0.05
Zr -0.14 -0.48 0.04
P -0.60 2.46 -0.02
H -0.55 -2.16 -4.02
H -3.60 -1.94 -0.88
H -2.45 -2.23 -5.68
H -5.32 -2.01 -2.73
H 1.10 -5.16 -0.58
H 1.52 -1.19 1.19
H 2.92 -5.87 0.93
H 3.23 -1.93 2.56
C 0.45 3.05 1.39
C 1.20 4.38 1.26
H 1.18 2.27 1.67
H -0.26 3.11 2.22
H 1.76 4.56 2.19
H 1.95 4.38 0.44
H 0.53 5.24 1.12
C -0.07 3.50 -1.47
C -0.84 3.15 -2.74
H 1.02 3.41 -1.63
H -0.26 4.55 -1.18
H -0.37 3.67 -3.59
H -0.82 2.07 -2.96
H -1.89 3.47 -2.67
C -2.23 3.28 0.36
C -2.21 4.81 0.58
H -2.63 2.79 1.26
H -2.91 3.04 -0.48
H -3.25 5.18 0.68
H -1.68 5.09 1.50
H -1.76 5.36 -0.27
Br 4.51 -4.45 3.02
P 2.40 -0.77 -0.97
C 2.12 1.04 -0.83
C 3.21 2.01 -1.26
H 1.90 1.22 0.25
H 1.20 1.22 -1.44
H 2.87 3.04 -1.13
H 4.11 1.92 -0.64
H 3.47 1.86 -2.30
C 4.21 -1.13 -0.67
C 5.23 -1.16 -1.80
H 4.17 -2.12 -0.19
H 4.50 -0.40 0.10
H 6.21 -1.37 -1.35
H 5.01 -1.97 -2.51
H 5.34 -0.22 -2.36
C 2.19 -1.35 -2.69
C 2.89 -0.58 -3.84
H 1.11 -1.37 -2.92
H 2.50 -2.41 -2.72
H 2.50 -1.00 -4.78
H 2.68 0.49 -3.84
H 3.98 -0.71 -3.87
C -4.72 0.64 2.49
N -3.77 -0.34 3.00
C -4.20 -0.92 4.26
C -2.55 -0.55 2.44
N -2.24 -0.17 1.20
N -1.60 -1.22 3.13
C -1.48 -1.24 4.57
C -0.37 -1.43 2.36
H -5.42 0.85 3.31
H -5.30 0.26 1.64
H -4.23 1.59 2.23
H -3.99 -1.99 4.35
H -3.76 -0.39 5.12
H -5.28 -0.77 4.33
H -3.05 0.19 0.70
H -2.15 -2.03 4.95
H -0.46 -1.52 4.84
H -1.69 -0.27 5.07
H -0.66 -2.00 1.44
H 0.09 -0.43 2.22
H 0.30 -2.06 2.91